Entry from the Open Molecules 2025 dataset: a cluster of 2 separate species, CH4N2O2S in total in a non-equilibrium geometry (ωB97M-V with the def2-TZVPD basis set).

```
10
Properties=species:S:1:pos:R:3:nbo_charge:R:1
C 0.097 0.852 -0.387 0.2979
N 0.856 0.411 0.627 -0.7989
N -0.829 0.342 -1.115 -0.7394
O 4.753 -1.122 1.126 -0.8194
O 3.241 -0.033 -0.443 -0.8262
S 4.570 -0.124 0.111 1.6425
H 0.377 1.865 -0.599 0.1422
H 1.648 0.934 0.901 0.3841
H 0.795 -0.488 1.088 0.3885
H -1.235 -0.488 -0.847 0.3287
```

Properties
* DFT total energy: -19011.147 eV
* frontier orbital gap: 7.3 eV
* energy above the lowest of the compared OMol25 structures with the same formula, charge and spin: 0.777 eV

Entry from the Open Molecules 2025 dataset: a structure of composition CH4N2O2S in a non-equilibrium geometry (ωB97M-V with the def2-TZVPD basis set).

```
10
Properties=species:S:1:pos:R:3:nbo_charge:R:1
C 1.351 1.080 0.153 0.0179
N 0.523 0.861 -0.765 -0.6333
N -1.570 -0.718 -0.482 -1.0220
O -1.826 1.741 -0.610 -0.8583
O -0.462 0.555 2.059 -0.7665
S -1.005 0.768 -0.031 2.0017
H 2.462 1.265 -0.231 0.1847
H 1.096 1.048 1.193 0.2573
H -0.908 -1.467 -0.364 0.4075
H -2.310 -0.975 0.169 0.4111
```

Properties
* DFT total energy: -19006.276 eV
* frontier orbital gap (alpha / beta): 9.1 / 9.1 eV
* energy above the lowest of the compared OMol25 structures with the same formula, charge and spin: 5.648 eV

Entry from the Open Molecules 2025 dataset: an isolated molecule of CH4N2O2S in a non-equilibrium geometry (ωB97M-V with the def2-TZVPD basis set).

```
10
Properties=species:S:1:pos:R:3:nbo_charge:R:1
N 0.853 -0.363 1.407 -0.8791
C -0.253 -0.936 0.935 0.8173
O -0.837 -1.875 1.327 -0.5589
N -0.844 -0.226 -0.557 -0.4193
O 0.176 0.768 -0.982 -0.6384
S -2.240 0.630 -0.231 0.2010
H 1.149 0.448 0.779 0.4653
H 0.975 -0.751 2.366 0.4430
H 0.285 0.534 -1.947 0.4848
H -3.039 0.259 -1.132 0.0843
```

Properties
* DFT total energy: -19009.462 eV
* frontier orbital gap: 10.1 eV
* energy above the lowest of the compared OMol25 structures with the same formula, charge and spin: 2.462 eV
* structure (SMILES): NC(=O)N(O)S

- Which value of DFT total energy does entry 2 give?
  -19006.276 eV